Entry 1:
DFT (ωB97M-V/def2-TZVPD) results for a structure of composition C12H10F11IrNO6S3.

## Properties
Largest force on an atom in eV/Å: 1.40
Spin multiplicity: 5
ΔE to the lowest compared entry with this formula, charge and spin in kJ/mol: 52.2
HOMO level (alpha / beta) in eV: -12.2 / -12.8
Orbital gap (alpha / beta) in Eh: 0.346 / 0.230
Lowest unoccupied orbital energy (alpha / beta) in eV: -2.7950 / -6.5371
Expectation value of S²: 6.024
Charge: +1

Geometry (Å):
Ir 0.463 0.699 0.233
F -2.321 -0.260 2.678
C -1.590 -1.256 3.174
F -2.275 -2.379 3.153
F -1.203 -0.962 4.399
S -0.112 -1.478 2.079
O -0.676 -1.312 0.730
O 0.548 -2.700 2.366
N 0.684 -0.114 2.388
S 2.295 0.078 2.375
O 3.080 -1.042 2.741
O 2.583 0.765 1.104
C 2.428 1.414 3.644
F 1.583 2.387 3.294
F 2.103 0.929 4.820
F 3.663 1.862 3.637
C 1.771 2.816 -1.946
O 0.752 2.726 -0.934
C -0.489 3.335 -1.307
C -1.425 3.155 -0.143
O -1.626 1.766 0.146
C -2.701 1.151 -0.584
H 2.008 3.863 -2.128
H 1.438 2.350 -2.876
H 2.649 2.303 -1.564
H -0.869 2.867 -2.220
H -0.335 4.398 -1.493
H -2.381 3.643 -0.331
H -0.970 3.585 0.749
H -3.648 1.575 -0.249
H -2.679 0.091 -0.349
H -2.588 1.295 -1.659
F -0.059 -5.833 -2.384
C -0.039 -4.529 -2.271
C 0.971 -3.922 -1.532
F 1.899 -4.666 -0.957
C 0.984 -2.557 -1.410
F 1.931 -2.006 -0.674
C 0.020 -1.754 -2.055
S 0.090 -0.039 -2.070
C -0.990 -2.406 -2.780
F -1.943 -1.689 -3.354
C -1.029 -3.774 -2.883
F -1.994 -4.376 -3.557

Mulliken population analysis, charges in e, atoms 1 to 8: Ir 2.19; F -0.17; C 0.59; F -0.18; F -0.18; S 0.96; O -0.72; O -0.57

***

Entry 2:
DFT (ωB97M-V/def2-TZVPD) results for a cluster of 2 separate species, C12H10F3N2O4S in total.

## Properties
Largest force on an atom in eV/Å: 2.14
ΔE to the lowest compared entry with this formula, charge and spin in kJ/mol: 40.3
HOMO level in eV: -4.7
Orbital gap in Eh: 0.259
Lowest unoccupied orbital energy in eV: 2.3741
Charge: -1

Geometry (Å):
C -1.324 -1.673 1.022
C -0.627 -0.638 1.902
C -1.140 0.791 1.885
N 0.717 -0.472 1.090
O 1.292 0.611 1.114
O 1.072 -1.513 0.522
H -2.402 -1.711 1.178
H -1.167 -1.394 -0.028
H -0.907 -2.671 1.208
H -2.195 0.823 2.167
H -0.584 1.475 2.534
H -1.062 1.145 0.842
F 2.161 -0.472 4.171
C 0.820 -0.268 4.360
F 0.587 -0.358 5.700
F 0.551 1.023 4.022
S -0.153 -1.556 3.403
N -1.727 2.162 6.030
C -1.327 3.373 5.502
O -1.081 3.645 4.331
C -1.270 4.345 6.653
C -1.453 3.615 7.806
C -1.618 4.219 9.052
C -1.540 5.618 9.120
C -1.319 6.361 7.943
C -1.188 5.734 6.695
C -1.585 2.157 7.402
O -1.553 1.185 8.147
H -1.826 3.594 9.923
H -1.672 6.099 10.090
H -1.279 7.442 8.007
H -1.064 6.296 5.774

Mulliken population analysis, charges in e, atoms 1 to 8: C -1.64; C 0.97; C -1.35; N 0.92; O -0.54; O -0.61; H 0.36; H 0.40

***

> Which formula does entry 2 have?

C12H10F3N2O4S

***

> Which value of largest force on an atom does entry 1 give?

1.40 eV/Å